Below is a 2-piece molecular cluster, CH5P overall, with properties calculated with ωB97M-V with the def2-TZVPD basis set.

Values from the calculation:
E_LUMO (alpha / beta): -1.04 / 0.08 eV
E: -10403.0486 eV
ΔE to the lowest compared entry with this formula, charge and spin: 284.7 kJ/mol
Kohn-Sham gap (alpha / beta): 7.9396 / 8.9303 eV
highest occupied orbital energy (alpha / beta): -8.975 / -8.845 eV

Last column: Löwdin charge in e.
Positions of all 7 atoms, in Å:
C: -1.443 0.411 -0.060  0.055
P: 2.062 0.075 -0.063  0.553
H: -1.309 1.225 0.620  -0.031
H: -1.676 -0.566 0.305  -0.026
H: -1.417 0.606 -1.112  -0.029
H: 1.818 -1.079 -0.810  -0.263
H: 1.965 -0.674 1.120  -0.258


Below is a 2-piece molecular cluster, CH5P3 overall in a non-equilibrium geometry, with properties calculated with ωB97M-V with the def2-TZVPD basis set.

Values from the calculation:
E_LUMO (alpha / beta): 0.88 / -1.42 eV
E: -28980.2221 eV
⟨S²⟩: 2.007
ΔE to the lowest compared entry with this formula, charge and spin: 0.0 kJ/mol
Kohn-Sham gap (alpha / beta): 9.0930 / 7.8301 eV
highest occupied orbital energy (alpha / beta): -8.209 / -9.254 eV
multiplicity: 3

Last column: Löwdin spin population.
Positions of all 9 atoms, in Å:
C: -0.982 -0.417 1.922  0.810
P: 0.554 1.330 -2.121  0.066
P: 1.551 -0.002 -0.740  0.104
P: -0.260 -0.689 -1.687  0.774
H: -1.533 0.435 1.611  0.060
H: -0.039 -0.302 2.080  0.071
H: -1.374 -1.375 1.564  0.054
H: -0.335 1.906 -1.139  0.027
H: 2.418 -0.886 -1.490  0.035


Below is CH5PS as an isolated structure in a non-equilibrium geometry, with properties calculated with ωB97M-V with the def2-TZVPD basis set.

Values from the calculation:
E_LUMO (alpha / beta): -0.34 / -0.94 eV
E: -21238.6901 eV
ΔE to the lowest compared entry with this formula, charge and spin: 302.1 kJ/mol
Kohn-Sham gap (alpha / beta): 7.6661 / 7.1522 eV
highest occupied orbital energy (alpha / beta): -8.009 / -8.091 eV

Last column: Löwdin charge in e.
Positions of all 8 atoms, in Å:
C: -0.214 -0.365 -0.594  -0.450
P: 0.598 2.664 -0.002  0.331
S: -0.687 1.090 0.255  0.366
H: -0.825 -1.202 -0.458  -0.064
H: 0.256 -2.449 0.603  0.000
H: 0.622 -0.398 -1.260  0.000
H: -0.345 3.630 0.350  -0.239
H: 0.594 -2.971 1.108  0.056


Below is a 2-piece molecular cluster, CH5PS2 overall in a non-equilibrium geometry, with properties calculated with ωB97M-V with the def2-TZVPD basis set.

Values from the calculation:
E_LUMO (alpha / beta): -2.73 / -2.73 eV
E: -32074.0218 eV
ΔE to the lowest compared entry with this formula, charge and spin: 389.3 kJ/mol
Kohn-Sham gap (alpha / beta): 5.9900 / 5.9940 eV
highest occupied orbital energy (alpha / beta): -8.716 / -8.720 eV

Last column: Löwdin charge in e.
Positions of all 9 atoms, in Å:
C: -1.077 -1.193 0.841  -0.651
P: 2.362 1.502 -2.047  0.320
S: -0.600 0.501 0.879  0.491
S: 1.352 -0.044 -1.393  0.116
H: -1.013 -1.491 -0.237  0.012
H: -2.020 -1.500 1.362  0.051
H: -0.467 -1.935 1.279  -0.002
H: 1.440 2.250 -2.570  -0.199
H: 2.428 2.046 -0.782  -0.138